(1)
Molecular formula: C47H106F2N8O7S2
Method: DFT, ωB97M-V with the def2-TZVPD basis set

Summary:
E_LUMO: -14.424 eV
E_HOMO: -0.815 Ha
calculated total energy: -3812.69446 hartree
orbital gap: 7.76 eV

ORCA input file:
```
! RIJCOSX wB97M-V def2-TZVPD def2/J DEFGRID3
* xyz 6 1
C 1.78080 5.43683 -1.02557
C 3.16458 4.82967 -0.69223
O 4.18706 5.43702 -0.49973
N 3.05989 3.32942 -0.51458
H 2.09799 3.00750 -0.71026
H 3.55138 2.78121 -1.21573
C 3.41484 2.74499 0.83719
H 1.02310 5.02693 -0.35484
H 1.59096 5.35182 -2.09499
H 1.65343 6.47204 -0.70766
H 3.35140 1.66956 0.67750
H 2.71202 3.11064 1.58226
H 4.45340 3.04655 0.96526
C -0.72668 -4.22442 -0.17482
C -1.31340 -2.99942 -0.80346
O -0.63890 -2.17758 -1.36926
N -2.82379 -2.94837 -0.85047
H -3.12368 -3.87289 -1.14779
H -3.13839 -2.81387 0.10612
C -3.51342 -1.82498 -1.66852
H -0.02070 -4.82354 -0.75010
H -1.45317 -5.00379 0.06561
H -0.25119 -3.99177 0.77861
H -2.90171 -1.65390 -2.55163
H -3.39760 -0.98238 -0.98911
H -4.52663 -2.20117 -1.79170
C 2.30562 -3.21232 -3.51092
C 1.44853 -3.61823 -4.76740
C -0.05152 -3.41308 -4.44434
C -0.43169 -1.95827 -4.41011
C -0.18851 -1.34356 -5.80152
C 1.31468 -1.40380 -6.27129
N 1.89658 -2.81452 -5.91463
O 3.16685 -3.04852 -6.22054
C 2.11116 -0.27777 -5.59339
C 1.33363 -1.18825 -7.81402
C 1.52391 -5.10123 -5.17993
H 2.17460 -4.01018 -2.77783
H 2.02348 -2.27487 -3.03485
H 3.38288 -3.25229 -3.67318
H -0.34523 -3.79471 -3.46647
H -0.65164 -3.86686 -5.23358
H 0.06699 -1.40621 -3.61178
H -1.49391 -1.86623 -4.17797
H -0.53479 -0.31696 -5.66682
H -0.81769 -1.64448 -6.63986
H 1.83980 0.77166 -5.69725
H 3.16709 -0.49293 -5.75892
H 2.00352 -0.30399 -4.50594
H 2.32115 -1.43775 -8.20537
H 1.04655 -0.20560 -8.18250
H 0.72109 -1.96214 -8.27884
H 1.04683 -5.29267 -6.14252
H 1.00125 -5.81246 -4.54153
H 2.56348 -5.39157 -5.33300
C -0.63440 2.87019 -6.00020
C -1.71526 3.34683 -5.03000
C -1.37311 4.50314 -4.10603
N -2.60384 4.99467 -3.31495
C -3.21634 3.82198 -2.54372
C -2.11277 6.13035 -2.42986
C -3.35494 6.97406 -2.13338
C -4.37184 6.69761 -3.22241
C -3.61123 5.81179 -4.21003
H 0.32561 2.64165 -5.53542
H -0.38220 3.57053 -6.79594
H -1.01947 1.93638 -6.40947
H -2.08582 2.46878 -4.49800
H -2.61582 3.49568 -5.63046
H -1.04290 5.41993 -4.59395
H -0.63094 4.25219 -3.34716
H -3.75492 4.33332 -1.74763
H -2.38944 3.23163 -2.15168
H -3.75488 3.32153 -3.34543
H -1.64840 5.81604 -1.49494
H -1.39088 6.75453 -2.95514
H -3.75178 6.81374 -1.13122
H -3.10370 8.03379 -2.18094
H -5.22014 6.15865 -2.79832
H -4.83725 7.57853 -3.66199
H -4.28452 5.09921 -4.68608
H -3.12592 6.36731 -5.01161
C 2.71483 -2.63687 -0.07068
C 3.40804 -3.94502 -0.08998
C 3.86708 -4.44767 1.29367
N 4.91675 -5.49955 1.20996
C 6.19493 -4.97553 0.49323
C 4.41622 -6.84953 0.54669
C 5.23247 -8.02814 1.09566
C 5.92536 -7.44639 2.33895
C 5.27287 -6.11756 2.54291
H 2.46572 -2.29283 -1.07096
H 3.24456 -1.89170 0.52454
H 1.82603 -2.78379 0.54781
H 4.24646 -3.97987 -0.78806
H 2.80086 -4.73299 -0.54268
H 3.04785 -4.81900 1.91208
H 4.20150 -3.63135 1.93661
H 7.13988 -5.17571 0.99506
H 6.08973 -3.89622 0.39492
H 6.23253 -5.38435 -0.51511
H 4.47476 -6.85195 -0.54154
H 3.36313 -6.99374 0.78788
H 6.03069 -8.39238 0.45173
H 4.62291 -8.84662 1.47481
H 6.99831 -7.41314 2.15437
H 5.74911 -8.05430 3.22538
H 6.02265 -5.51984 3.06400
H 4.40942 -6.17774 3.20494
C -5.41958 1.05171 -0.51878
C -5.68615 1.26253 0.99691
C -5.21629 2.69803 1.49281
N -5.04057 2.80840 3.02154
C -6.39724 2.82560 3.68942
C -4.29528 4.15867 3.37683
C -3.50942 3.80737 4.65663
C -3.34957 2.31345 4.78289
C -4.07953 1.73933 3.56256
H -5.99213 1.88493 -0.92943
H -5.77188 0.09875 -0.91156
H -4.40736 1.14039 -0.91657
H -5.15691 0.46848 1.52431
H -6.75342 1.19448 1.20361
H -5.85755 3.52495 1.18879
H -4.24100 2.93631 1.06623
H -6.94169 3.68860 3.30994
H -6.29814 2.95220 4.76738
H -6.89576 1.87305 3.51769
H -5.05040 4.94223 3.37996
H -3.52129 4.37693 2.64155
H -4.03987 4.19421 5.52617
H -2.56350 4.33476 4.54157
H -3.71252 2.02676 5.76953
H -2.27101 2.18632 4.87856
H -4.64560 0.82251 3.71740
H -3.35331 1.59994 2.76131
C 1.20716 1.96282 4.15770
C 1.01560 0.50723 4.69283
C 0.40587 0.40802 6.06293
N 0.86615 -0.78526 6.92253
C 0.70951 -2.03386 6.10477
C 2.28521 -0.71910 7.50428
C 2.21438 -1.13418 8.95533
C 0.86906 -0.58934 9.38340
C -0.05110 -0.85897 8.18475
H 2.11636 2.35759 4.60911
H 0.32763 2.57777 4.35044
H 1.31633 1.93251 3.07426
H 2.02460 0.10478 4.80089
H 0.42867 -0.06470 3.97353
H -0.67560 0.34363 5.95218
H 0.75673 1.31954 6.54781
H -0.31498 -2.00283 5.73689
H 0.91006 -2.89083 6.74747
H 1.44086 -2.16114 5.30791
H 2.98485 -1.33145 6.93524
H 2.69472 0.28504 7.38924
H 2.37237 -2.20520 9.08217
H 3.00266 -0.64320 9.52569
H 0.63278 -0.96358 10.37916
H 1.04299 0.47022 9.57716
H -0.62354 -1.78329 8.10099
H -0.90307 -0.17917 8.14453
N 0.69142 2.35041 -1.15022
S -0.15829 1.50458 0.00377
O 0.60869 0.51684 0.76383
O -1.53587 1.19003 -0.22834
F -0.20845 2.72374 1.06705
S 0.55582 1.24563 -2.20888
O -0.72918 1.02025 -2.88722
O 1.43461 0.12633 -2.16551
F 1.38817 2.04171 -3.34897
*
```



(2)
Molecular formula: C3H10NS
Method: DFT, ωB97M-V with the def2-TZVPD basis set

Summary:
ΔE to the lowest compared entry with this formula, charge and spin: 128.20 kJ/mol
E_LUMO: 3.872 eV
E_HOMO: -0.080 Ha
calculated total energy: -573.23330 hartree
orbital gap: 6.04 eV

ORCA input file:
```
! RIJCOSX wB97M-V def2-TZVPD def2/J DEFGRID3
* xyz -1 1
C 2.37420 0.32111 0.76932
S 1.70496 1.32192 -0.61450
H 1.94695 -0.68764 0.71667
H 2.07340 0.66462 1.77216
H 3.46451 0.30252 0.76384
C -2.52661 -1.24789 -0.90922
N -2.22745 -0.44775 0.27807
C -1.07540 -1.02390 0.93550
H -1.71305 -1.17391 -1.64524
H -3.43851 -0.86416 -1.36274
H -2.65675 -2.29886 -0.65711
H -2.09062 0.50147 -0.02917
H -0.30631 -1.27363 0.20408
H -0.63654 -0.49709 1.78750
H -1.38056 -1.90026 1.53426
*
```